{"formula": "C6H9NO2", "method": "wB97M-V/def2-TZVPD", "elements": ["O", "C", "N", "C", "C", "C", "C", "C", "H", "H", "H", "H", "H", "H", "H", "O", "H", "H"], "coordinates": [[1.38240, -0.97322, -1.93059], [0.58893, -0.36799, -1.20899], [-0.72562, -0.76364, -0.95447], [-1.40044, 0.24924, -0.15701], [-0.73059, 0.34364, 1.24659], [0.19781, 1.40220, 0.66777], [0.69300, 1.04629, -0.74132], [-0.69518, 1.57842, -0.52951], [-1.03360, -1.72487, -1.05064], [-2.48959, 0.17777, -0.21100], [-1.41340, 0.79401, 1.97732], [-0.30381, -0.58375, 1.65577], [0.73989, 2.16478, 1.22662], [1.47361, 1.68062, -1.15753], [-1.11136, 2.46423, -1.00639], [1.77094, -2.21555, 0.95692], [0.79647, -2.37371, 0.72617], [2.26054, -2.89848, 0.49029]], "smiles": "O=C1N[C@H]2C[C@H]3[C@@H]1[C@H]32.O", "homo_lumo_gap_ev": 10.18}